[1]
14 unconnected molecules or ions with the total composition C14H56O14 in a non-equilibrium geometry, computed with ωB97M-V/def2-TZVPD.

XYZ file:
```
84
Properties=species:S:1:pos:R:3:forces:R:3:lowdin_charge:R:1
C -3.508105 32.505170 6.167839 0.4296 1.5941 -1.3045 -0.1201
O -4.643048 32.173336 5.366718 -0.0486 0.7455 0.3213 -0.1344
H -3.709440 32.709394 7.187929 -0.7215 -0.0417 1.1465 0.0317
H -3.099511 33.472045 5.788909 0.2549 -0.7556 0.0817 0.1062
H -2.764393 31.721899 6.148569 0.1463 -0.1923 -0.3591 0.0694
H -5.189554 32.993344 5.295600 0.2376 -1.0593 0.0810 0.0780
C -10.617546 32.078078 9.668736 0.8075 -0.4900 -1.0261 -0.1845
O -11.057502 33.126526 10.437445 -1.6244 1.8840 0.9433 -0.1116
H -11.038320 32.218154 8.688095 0.0618 -0.4380 -0.7673 0.0752
H -10.951232 31.138803 10.081592 0.1809 -0.6130 0.0431 0.0921
H -9.530454 32.160045 9.596261 -0.1703 -0.5458 -0.0003 0.0698
H -11.936865 33.351371 10.083077 0.5600 0.1836 0.7056 0.1105
C -6.711595 28.800507 6.837987 0.7220 0.6221 -0.7344 -0.1488
O -6.715460 29.833361 5.880482 -0.2829 0.5000 -0.2177 -0.1106
H -5.871327 28.907885 7.475891 0.6608 0.0459 1.0204 0.0535
H -6.623878 27.855965 6.390566 0.1254 -1.5922 -0.9178 0.0729
H -7.605600 28.772932 7.401330 -1.0044 0.3494 0.5888 0.0477
H -5.808149 29.910476 5.531549 -0.8097 -0.3749 0.1384 0.0275
C -3.016131 29.164632 4.354491 -0.0190 -0.3734 -1.0237 -0.1436
O -4.182097 29.528529 4.993629 -0.6667 -0.2342 0.5038 -0.1138
H -2.847558 28.121033 4.284582 -0.6848 -1.3579 -0.0607 0.0782
H -2.194716 29.461296 4.909561 1.9188 1.1683 0.9849 0.0458
H -2.985940 29.556004 3.356548 0.2171 0.3260 -0.7046 0.0873
H -4.150292 30.488362 5.038953 -0.3744 0.4193 -0.0160 0.0304
C -4.171955 34.877809 10.507300 1.2543 1.2760 -1.0496 -0.1456
O -3.588852 34.115461 9.475147 0.8632 -0.9186 -0.6959 -0.1402
H -3.417676 35.283180 11.143686 0.7134 0.4043 0.6173 0.0740
H -4.740369 34.227433 11.052842 -2.0577 -1.1087 1.7151 0.0425
H -4.715806 35.747579 10.109339 -0.0418 -0.6422 -0.1293 0.0937
H -3.113378 33.346131 9.870865 -0.5908 1.0189 -0.4086 0.1042
C -5.851556 35.027961 7.014640 0.7616 0.6524 -0.7413 -0.0948
O -6.460672 34.303052 5.922355 -0.3238 1.4064 -0.5212 -0.1471
H -6.586210 35.456240 7.654784 -0.7617 0.3207 0.4395 0.0487
H -5.234766 35.847886 6.615201 -0.0684 -0.2844 0.1198 0.1050
H -5.226197 34.394797 7.619289 0.1843 -0.5126 -0.0555 0.0543
H -6.825370 35.012892 5.327020 0.5209 -1.2134 0.6166 0.1380
C -8.227885 27.882647 11.377841 -0.6777 -1.3180 -0.0793 -0.1498
O -8.016481 28.278539 10.062991 -0.2732 1.0631 -1.1094 -0.1187
H -8.384847 26.836343 11.316772 -0.4892 -1.4925 0.3535 0.0682
H -9.142287 28.297618 11.791190 0.3448 0.4729 0.5304 0.0850
H -7.330639 27.934225 11.936980 0.7305 0.9820 0.7619 0.0814
H -8.901663 28.403244 9.713806 0.1352 0.1364 -0.5119 0.0890
C -9.525459 34.914956 7.298483 -0.8371 0.1518 -0.9670 -0.1168
O -8.992802 33.674284 6.789208 -0.5322 0.7679 0.6874 -0.1473
H -8.839521 35.401060 8.021268 -0.3989 -0.0896 -0.5794 0.0755
H -10.493727 34.747660 7.796427 0.5207 -0.4005 0.1348 0.0757
H -9.852393 35.565422 6.427247 0.9075 -0.3042 0.9448 0.0971
H -8.065269 33.846465 6.556922 0.0347 -0.3204 -0.1881 0.0287
C -8.500509 31.113347 12.056298 1.0395 0.7220 0.5791 -0.1360
O -7.091808 31.291426 11.850767 -0.2661 -0.0540 -0.0370 -0.1292
H -8.998202 32.092680 12.033818 -0.0048 -0.2714 0.4188 0.0675
H -8.558482 30.603866 13.029096 -0.4531 0.2880 -0.3061 0.0917
H -8.939982 30.518043 11.281390 -0.1714 -0.5890 -0.4081 0.0371
H -6.942970 31.390387 10.901078 -0.1626 -0.2551 -0.1228 0.0219
C -4.601885 29.555794 10.830822 -1.2847 -0.4396 2.0527 -0.1897
O -5.358575 28.772024 9.953808 1.3874 -1.0453 -0.5121 -0.1256
H -5.104947 29.537224 11.841513 0.5227 0.4641 -0.7932 0.0899
H -4.473656 30.572486 10.516760 -0.1721 0.8543 -0.2587 0.0465
H -3.586666 29.195173 11.031404 -0.2508 -0.5977 -0.5627 0.0729
H -6.264264 29.061114 9.776795 0.1727 0.6214 0.4240 0.0274
C -10.108827 30.126886 6.809241 -0.0117 0.6196 -0.3220 -0.1288
O -9.117706 30.943603 7.357821 0.3583 -0.3405 0.8020 -0.1432
H -11.079130 30.382141 7.164809 -1.0146 0.1981 0.5380 0.0654
H -9.972597 29.078392 6.935464 0.6509 -0.7476 0.6551 0.0779
H -10.109931 30.270935 5.768808 -0.1811 0.1168 -1.7032 0.0747
H -9.289773 31.872869 7.137607 0.1688 0.0080 -0.0873 0.0521
C -7.411467 34.037996 9.975374 -1.3395 0.7225 0.8254 -0.1315
O -8.512976 34.211645 10.908230 0.8966 0.0534 -0.2285 -0.1141
H -7.782777 33.586375 9.082627 -0.0474 -0.4210 -0.7393 0.0453
H -6.611580 33.431147 10.382650 -0.2306 -0.1719 0.3472 0.0552
H -6.979744 35.011975 9.730128 -0.1109 0.0717 0.0725 0.0646
H -9.392764 34.016160 10.534972 0.5952 0.0842 -0.0366 0.0314
C -5.939248 31.694591 8.383747 0.1254 -1.1570 -1.1612 -0.1467
O -6.916381 30.865675 8.949224 -0.0236 -0.0349 1.2026 -0.1352
H -5.428950 31.220783 7.555510 0.6543 -0.8193 0.2286 0.0611
H -5.225814 32.100801 9.090595 -0.2154 -0.0426 0.3163 0.0726
H -6.402163 32.428812 7.800745 -0.8823 1.9592 -0.3879 0.0508
H -7.618725 30.629215 8.313473 0.2392 0.5147 -0.1072 0.0495
C -2.853311 29.912080 8.114018 -1.8284 0.3965 1.6530 -0.2032
O -1.696160 29.890962 7.412374 2.4265 -0.1102 -1.3651 -0.0940
H -3.674596 29.505720 7.513552 -0.1734 -0.0218 0.5863 0.0859
H -3.069587 30.927761 8.426750 -0.2295 0.4817 -0.5552 0.0621
H -2.727046 29.483509 9.105441 -0.2754 -0.9158 -0.1263 0.0692
H -1.425956 28.970931 7.363817 0.2570 0.0412 -0.1920 0.0948
```
Forces are in eV/Å.

As for the frontier orbital gap: 9.08 eV. The charge is 0. As for the HOMO energy: -8.93 eV. The energy above the lowest of the compared OMol25 structures with the same formula, charge and spin is 261.5 kJ/mol. The lowest unoccupied orbital energy comes out at 0.2 eV.



[2]
2 unconnected molecules or ions with the total composition C14H5ClF4NO4S in a non-equilibrium geometry, computed with ωB97M-V/def2-TZVPD.

XYZ file:
```
30
Properties=species:S:1:pos:R:3:forces:R:3:nbo_charge:R:1
F 1.510954 3.180642 2.075902 -0.4520 -0.2603 1.1405 -0.2859
C 0.707756 2.405482 2.832570 0.3553 2.2721 -0.9629 0.3280
C -0.296567 3.048690 3.460680 1.1789 1.2289 0.0596 0.2446
F -0.400814 4.402120 3.379148 -0.0618 -1.1144 -0.3275 -0.2960
C -1.139049 2.421756 4.462660 -3.4371 1.1544 -0.6472 0.4015
O -2.162397 2.969520 4.940124 2.9492 -1.2757 -0.5775 -0.4868
C -0.840698 1.012299 4.594473 0.4366 -1.4024 1.1744 0.2341
F -1.491429 0.427551 5.621980 0.0948 -0.2113 -0.7022 -0.2946
C 0.123749 0.344575 3.921964 -0.8454 -1.5407 1.4556 0.3347
F 0.393928 -0.927086 4.252661 -0.3291 0.6960 -0.2374 -0.2811
C 1.160265 1.030940 3.171066 1.5423 0.9959 1.2655 0.4500
O 2.348642 0.805577 3.383948 -1.5374 -0.1211 -0.9834 -0.4716
N 0.499105 -3.046577 -7.011245 -0.1081 1.2648 2.8581 -0.3474
C 0.381699 -2.571974 -5.939934 -0.2407 -0.9727 -2.4028 0.2962
C 0.109779 -2.005935 -4.628267 -0.0929 0.0232 -0.0525 -0.1976
C 0.235100 -0.618252 -4.409866 0.3185 -0.4212 0.0899 -0.1741
C 0.044178 -0.116997 -3.119848 0.0047 -0.2166 -0.2987 -0.1816
C -0.337923 -0.971829 -2.080944 0.7512 -0.2475 0.1309 -0.2919
S -0.672870 -0.315083 -0.402048 -0.5563 -0.0432 -0.0752 2.1224
C 0.679304 -0.234470 0.709810 -0.3384 0.0737 -0.7747 -0.8302
Cl 1.609171 1.258504 0.347566 0.4562 -0.5066 -1.1782 -0.1104
O -1.121544 1.008746 -0.726958 -0.3671 0.9190 0.0877 -0.9826
O -1.647650 -1.260934 0.100148 0.3130 -0.3114 0.1563 -0.9739
C -0.460497 -2.342302 -2.307086 0.0308 -0.0200 -0.4553 -0.1447
C -0.272441 -2.869029 -3.583716 0.3756 0.1066 -0.0692 -0.1788
H 0.542779 0.036016 -5.241591 -0.2023 -0.3805 0.5568 0.2245
H 0.226643 0.933314 -2.929942 -0.2633 -0.0367 0.1269 0.2484
H 1.322624 -1.046513 0.381245 0.1651 -0.4173 0.4772 0.1892
H -0.684883 -3.008051 -1.486291 -0.2069 0.0970 0.0783 0.2341
H -0.366911 -3.950701 -3.768209 0.0667 0.6677 0.0870 0.2217
```
Forces are in eV/Å.

As for the frontier orbital gap: 5.68 eV. The charge is -1. As for the HOMO energy: -5.04 eV. The energy above the lowest of the compared OMol25 structures with the same formula, charge and spin is 35.1 kJ/mol. The lowest unoccupied orbital energy comes out at 0.6 eV.



[3]
A molecular structure, C14H5F5IN4O6ReS2, computed with ωB97M-V/def2-TZVPD.

XYZ file:
```
38
Properties=species:S:1:pos:R:3:forces:R:3:nbo_charge:R:1
Re -1.115187 -0.020389 1.580521 0.1387 0.1232 0.4032 0.7553
S -1.064488 1.463241 3.352910 -0.0457 0.0344 0.1984 0.0742
C -1.404275 3.023723 2.673743 0.0153 -0.4395 -0.2603 -0.2687
C -1.412794 4.135466 3.555865 0.0001 0.6369 0.4551 0.2665
N -1.419664 5.038043 4.272016 0.0076 -0.2571 -0.1663 -0.2952
C -1.663264 3.164917 1.356278 0.0618 -0.5004 0.1066 -0.3283
S -1.651642 1.716014 0.348631 -0.0192 0.1603 -0.3609 0.1718
C -1.942988 4.394753 0.720951 -0.0821 0.6820 -0.3399 0.2633
N -2.155862 5.386733 0.170874 0.0263 -0.3158 0.1714 -0.3051
O -1.486387 -2.352130 -1.970483 -0.0999 0.0337 0.2284 -0.6189
C -0.809585 -1.637083 -1.255299 0.0014 -0.1030 -0.2383 0.7863
O -1.035537 -1.352189 -0.023022 -0.0771 0.0425 0.2328 -0.7816
C 0.471772 -1.083946 -1.859895 -0.0721 -0.0595 0.0579 -0.1490
C 1.008826 -1.763776 -2.942348 0.1138 -0.0869 -0.2324 -0.1153
C 2.180188 -1.309203 -3.517909 -0.1195 0.0508 0.2337 0.0016
C 2.837500 -0.182295 -3.063484 0.1415 0.0292 -0.0829 -0.1609
C 2.272743 0.479476 -1.996180 -0.1769 -0.1917 -0.0512 -0.0011
C 1.104680 0.048529 -1.388146 0.2582 0.1431 -0.0061 -0.0878
N 2.944354 1.676565 -1.476427 0.2837 0.3086 0.0747 0.5318
O 3.927749 2.078586 -2.069065 -0.0700 -0.1166 -0.0697 -0.3784
O 2.490614 2.193857 -0.477995 -0.1461 -0.0780 0.0578 -0.3642
N 2.755160 -2.040686 -4.655069 0.1068 -0.0023 -0.4175 0.5328
O 3.793892 -1.620413 -5.130362 -0.0207 0.0123 0.1414 -0.3820
O 2.153874 -3.006076 -5.076381 -0.0532 -0.0272 0.1457 -0.3656
H 0.500872 -2.633903 -3.327753 -0.0230 -0.0406 -0.0050 0.2767
H 3.748830 0.162733 -3.522005 0.0394 0.0161 -0.0197 0.2777
H 0.705474 0.619556 -0.570465 -0.0558 0.0782 0.1428 0.2406
I 1.116589 -1.271640 3.894732 -0.0895 -0.0565 -0.0730 0.1196
C 0.906844 -0.470798 1.927672 -0.0409 0.1228 -0.2217 -0.8308
H 1.233463 -1.259415 1.256261 0.0626 -0.0429 -0.0806 0.2150
H 1.576491 0.381974 1.859116 0.0134 0.0589 0.0736 0.2424
F -3.911692 -0.453094 2.222258 0.0068 0.0188 -0.0312 -0.3339
C -2.721321 -1.025922 2.586644 -0.1371 -0.0709 -0.0895 0.3790
F -2.682355 -0.998207 3.948454 0.1167 0.0696 0.1160 -0.3357
C -2.808852 -2.520276 2.227246 -0.0050 0.1194 -0.0613 0.9023
F -3.286828 -2.703341 1.012190 -0.2078 -0.0209 -0.4797 -0.2968
F -3.576152 -3.212312 3.067070 -0.3209 -0.1348 0.3809 -0.3164
F -1.581041 -3.047071 2.288853 0.4685 -0.1964 0.0670 -0.3211
```
Forces are in eV/Å.

The spin multiplicity is 2. As for the frontier orbital gap (spin up / spin down): 6.49 / 6.86 eV. The charge is -1. As for the HOMO energy (spin up / spin down): -5.63 / -6.00 eV. The energy above the lowest of the compared OMol25 structures with the same formula, charge and spin is 30.4 kJ/mol. The lowest unoccupied orbital energy (spin up / spin down) comes out at 0.9 / 0.9 eV. The expectation value of S² is 0.763.



[4]
A molecular structure, C14H6MoN2O4S5, computed with ωB97M-V/def2-TZVPD.

XYZ file:
```
32
Properties=species:S:1:pos:R:3:forces:R:3:nbo_charge:R:1
Mo -1.126226 -0.169373 0.444683 0.2883 -0.1943 0.2558 1.1592
O -4.672318 -0.315374 -1.480607 -0.0809 0.0662 -0.0195 -0.5033
C -3.533822 -0.279055 -1.139226 0.0667 -0.3242 -0.3383 0.6737
O -3.004125 0.262774 -0.075027 -0.0199 0.1670 0.2881 -0.6871
C -2.382749 -0.923764 -1.987626 -0.1737 -0.0169 -0.1858 0.6637
O -2.433746 -1.266728 -3.113883 -0.0737 -0.0140 -0.0310 -0.4572
O -1.246096 -1.041889 -1.221719 0.0708 0.1963 0.1736 -0.6296
S 1.855097 -5.667053 4.247631 -0.0225 0.0188 -0.0541 0.0256
C 1.211982 -4.443831 3.393346 0.0077 -0.0754 -0.0144 -0.5709
S -0.464294 -3.966031 3.524185 0.0604 0.0536 0.0519 0.4938
C -0.357790 -2.601645 2.454189 0.0576 0.0062 -0.0848 -0.4001
C 0.822895 -2.386907 1.845598 -0.1274 -0.0443 0.0036 -0.4308
S 1.045015 -0.971158 0.871757 -0.0162 -0.0187 -0.0367 0.1282
S 2.107501 -3.497898 2.231667 -0.0326 0.0543 0.0947 0.4880
S -1.715030 -1.540630 2.179952 -0.0896 -0.1350 0.0474 0.1476
C 1.501210 2.032496 0.247665 0.0314 0.0933 -0.0478 -0.5159
C 1.461074 3.479479 -0.188179 0.0397 -0.0115 -0.0123 -0.0200
C 1.715089 4.500705 0.718049 -0.0131 -0.0322 0.0134 -0.1937
C 1.657930 5.823739 0.315817 -0.0189 0.0026 -0.0666 -0.1469
C 1.338604 6.127996 -1.005580 0.0163 -0.1733 0.0999 -0.1705
C 1.079367 5.108202 -1.918793 0.0075 0.0108 0.0204 -0.1500
C 1.143214 3.790751 -1.505426 0.0058 -0.0046 -0.0141 -0.1587
C 1.278293 7.496488 -1.428309 -0.0084 0.1663 -0.0596 0.2680
N 1.230461 8.591973 -1.769805 0.0028 0.0124 0.0019 -0.2823
H 2.027283 1.912481 1.196402 -0.0133 0.0075 0.0119 0.2752
H 2.017602 1.403458 -0.478266 -0.0125 0.0178 -0.0099 0.2630
H 1.959042 4.263053 1.745909 0.0050 0.0025 0.0028 0.2215
H 1.858157 6.621563 1.017076 0.0005 0.0057 0.0015 0.2355
H 0.832707 5.352819 -2.942277 -0.0017 0.0081 -0.0066 0.2345
H 0.945082 2.997384 -2.216431 0.0032 0.0009 -0.0035 0.2150
N -1.004939 1.823100 0.766637 -0.0973 0.1614 -0.0625 -0.4002
C 0.124960 1.516365 0.444765 0.1381 -0.0072 -0.0196 0.2248
```
Forces are in eV/Å.

As for the frontier orbital gap: 5.61 eV. The charge is 0. As for the HOMO energy: -8.59 eV. The energy above the lowest of the compared OMol25 structures with the same formula, charge and spin is 0.0 kJ/mol. The lowest unoccupied orbital energy comes out at -3.0 eV.



Number 1: molar mass 448.59 g mol⁻¹. Number 2: molar mass 394.71 g mol⁻¹. Number 3: molar mass 797.45 g mol⁻¹. Number 4: molar mass 522.49 g mol⁻¹.